Computed, not measured: a molecular structure, C3H2NO3S, with ωB97M-V/def2-TZVPD.

Values from the calculation:
* HOMO-LUMO gap: 8.0 eV
* total charge: -1
* total energy: -794.151285 a.u.
* ΔE to the lowest compared entry with this formula, charge and spin: 66.6 kcal per mole

Structure (XYZ):
```
10
Properties=species:S:1:pos:R:3:forces:R:3:nbo_charge:R:1
C -0.320454 -1.582795 0.268408 1.0 0.6 0.2 -0.746
C 2.819366 0.107038 -0.190939 1.3 0.0 -0.3 0.968
C -4.117689 1.041107 -0.452273 0.4 -0.1 0.0 0.148
N -2.977966 0.927340 -0.252051 -1.4 0.2 -0.2 -0.691
O 2.955701 -0.872567 -0.803905 -0.1 -0.8 -0.4 -0.560
O 3.087766 1.115244 0.319486 -0.1 0.9 0.5 -0.553
O -0.425322 0.982948 0.405506 0.7 0.4 0.2 -1.043
S 0.523503 -0.209384 0.439102 -2.9 -1.1 -0.1 0.869
H 0.432660 -2.389246 0.278151 0.1 0.1 0.0 0.143
H -1.977563 0.880316 -0.011486 0.9 -0.2 0.2 0.465
```
Forces are in eV/Å.

---

Computed, not measured: a gas-phase ion, C3H2NOS2 (charge -1), with ωB97M-V/def2-TZVPD.

Values from the calculation:
* HOMO-LUMO gap (alpha / beta): 5.9 / 5.6 eV
* total charge: -1
* total energy: -1041.728313 a.u.
* ΔE to the lowest compared entry with this formula, charge and spin: 160.8 kcal per mole

Structure (XYZ):
```
9
Properties=species:S:1:pos:R:3:forces:R:3:nbo_charge:R:1
C -1.622923 0.550651 0.889476 -0.9 0.5 -1.6 -0.500
C -0.522691 -0.182200 -1.688274 -1.7 0.8 -0.2 -0.081
C 0.926421 -0.201040 0.270804 -0.2 1.1 2.0 0.461
N 2.055830 -0.523999 0.734249 0.5 -1.2 -1.5 -0.737
O 0.406072 -0.678487 -0.826016 1.3 -2.1 -0.5 -0.544
S -1.155615 -1.238140 -2.821864 0.8 0.4 0.8 -0.307
S -0.041995 1.091192 1.102286 -0.6 0.6 -0.3 0.211
H -2.392322 1.406334 0.693966 1.4 -0.8 1.0 0.145
H 2.347221 -0.224312 1.645373 -0.6 0.6 0.2 0.353
```
Forces are in eV/Å.

---

Computed, not measured: a single C3H2O molecule, with ωB97M-V/def2-TZVPD.

Values from the calculation:
* HOMO-LUMO gap: 10.7 eV
* total charge: 0
* total energy: -190.660350 a.u.
* ΔE to the lowest compared entry with this formula, charge and spin: 1.4 kcal per mole

Structure (XYZ):
```
6
Properties=species:S:1:pos:R:3:forces:R:3:nbo_charge:R:1
O 0.797600 -0.069933 1.859720 -0.1 0.2 -0.3 -0.469
C 0.583576 0.488914 0.811067 0.3 -0.2 0.3 0.358
C -0.066760 -0.175185 -0.309390 -0.4 -0.1 -0.3 -0.135
C -0.740267 -0.674421 -1.174228 0.0 0.2 0.5 -0.138
H 0.866042 1.548334 0.661022 -0.1 -0.2 -0.1 0.141
H -1.440190 -1.117710 -1.848190 0.3 0.0 -0.1 0.243
```
Forces are in eV/Å.